1.
DFT (the ωB97M-V functional and the def2-TZVPD basis) results for a molecular structure, C24H49AsClO11P2PtSSi.

```
91
C24H49AsClO11P2PtSSi | the OMol25 dataset | the ωB97M-V functional and the def2-TZVPD basis
Pt -0.297 -1.220 -1.416
C -5.433 -1.998 -0.147
C -4.073 -1.496 -0.603
O -3.391 -2.591 -1.230
P -4.208 -0.216 -1.906
O -5.204 -0.830 -3.003
O -5.160 0.918 -1.321
O -2.915 0.206 -2.459
P -3.069 -0.896 0.836
O -3.777 0.580 1.079
O -3.305 -1.708 2.053
O -1.686 -0.664 0.319
H -5.981 -2.416 -0.992
H -6.021 -1.188 0.284
H -5.282 -2.764 0.612
H -2.437 -2.400 -1.174
H -4.689 -1.320 -3.654
H -4.827 1.165 -0.438
H -4.121 0.584 1.980
C 4.469 3.046 -0.379
C 3.705 2.830 0.922
C 3.912 4.000 1.880
C 4.142 1.523 1.577
O 2.322 2.812 0.566
Si 1.074 1.969 1.197
O 1.274 0.362 0.967
O 1.065 2.198 2.817
C -0.005 1.960 3.741
C -0.861 0.781 3.298
C -0.845 3.230 3.827
C 0.661 1.666 5.079
O -0.302 2.608 0.624
C -0.758 3.125 -0.632
C -0.093 4.477 -0.867
C -0.445 2.157 -1.760
C -2.265 3.285 -0.481
H 5.543 3.107 -0.193
H 4.139 3.970 -0.856
H 4.271 2.216 -1.059
H 4.965 4.095 2.154
H 3.321 3.841 2.783
H 3.585 4.928 1.409
H 5.206 1.575 1.819
H 3.975 0.679 0.906
H 3.586 1.351 2.499
H -1.311 0.968 2.322
H -1.661 0.594 4.017
H -0.256 -0.120 3.209
H -1.286 3.447 2.854
H -0.219 4.074 4.123
H -1.644 3.109 4.562
H 1.275 0.769 4.999
H -0.089 1.510 5.856
H 1.301 2.501 5.369
H 0.988 4.357 -0.941
H -0.311 5.152 -0.037
H -0.466 4.923 -1.791
H 0.632 1.999 -1.850
H -0.824 2.546 -2.707
H -0.931 1.197 -1.578
H -2.490 3.955 0.352
H -2.718 2.313 -0.288
H -2.697 3.699 -1.393
Cl -0.733 -4.209 -4.122
C 0.956 -3.812 -3.905
C 1.879 -4.837 -4.045
C 3.227 -4.582 -3.856
C 3.628 -3.291 -3.526
C 2.695 -2.282 -3.400
C 1.319 -2.500 -3.588
C 0.355 -1.404 -3.406
H 1.529 -5.830 -4.299
H 3.950 -5.379 -3.961
H 4.677 -3.074 -3.363
H 3.012 -1.280 -3.131
H -0.550 -1.539 -4.001
H 0.811 -0.446 -3.665
C 1.871 -4.073 -0.413
As 0.127 -3.275 -0.134
C 0.136 -2.923 1.767
C -1.012 -4.852 -0.258
S 1.739 -0.361 -0.489
H 2.043 -4.852 0.331
H 2.621 -3.290 -0.317
H 1.921 -4.498 -1.415
H 0.471 -3.800 2.322
H -0.868 -2.630 2.075
H 0.812 -2.083 1.932
H -0.667 -5.617 0.440
H -0.968 -5.233 -1.278
H -2.040 -4.580 -0.026
```

Values from the calculation:
Relative energy (zero: lowest compared OMol25 entry of this formula, charge and spin) ... 1.258 eV
Spin multiplicity ... 3
Charge ... -1
Largest force on an atom ... 0.3 eV/A
E_HOMO (alpha / beta) ... -3.58 / -4.81 eV


2.
DFT (the ωB97M-V functional and the def2-TZVPD basis) results for 3 unconnected molecules or ions with the total composition C4H13NO3.

```
21
C4H13NO3 | the OMol25 dataset | the ωB97M-V functional and the def2-TZVPD basis
C -1.154 0.136 -2.219
C -0.614 0.234 -0.798
C 0.517 1.257 -0.662
N -0.339 -1.093 -0.236
C 0.748 -1.839 -0.549
O 1.640 -1.463 -1.281
H -0.357 -0.174 -2.903
H -1.507 1.118 -2.539
H -1.921 -0.626 -2.326
H -1.426 0.614 -0.175
H 0.524 1.663 0.353
H 1.507 0.914 -0.944
H 0.297 2.064 -1.363
H -1.018 -1.453 0.413
H 0.744 -2.837 -0.083
O 1.431 -0.337 2.183
H 1.294 0.092 1.328
H 2.166 0.144 2.584
O -1.192 0.713 2.987
H -0.729 0.668 3.829
H -0.612 0.207 2.401
```

Values from the calculation:
Relative energy (zero: lowest compared OMol25 entry of this formula, charge and spin) ... 0.703 eV
Largest force on an atom ... 0.9 eV/A
E_HOMO ... -9.93 eV